(1)
19
Properties=species:S:1:pos:R:3:forces:R:3 method="wB97M-V/def2-TZVPD" charge=-1 max_force_ev_per_a=4.1 homo_energy_ev=-2.95 de_lowest_kj_mol=284.7 multiplicity=1
C -1.761946 -1.724436 0.048145 0.7 2.3 3.4
C -0.774647 -0.814665 -0.365345 2.1 0.2 -0.7
C 0.444115 -0.572767 0.397443 -0.4 -0.1 -1.6
C -1.353226 0.279930 -1.153043 0.1 -0.9 1.8
C -3.133041 -0.191491 0.221474 1.5 -1.1 -0.1
C 2.689248 0.375587 0.236237 0.3 -0.6 -1.0
O -2.635696 -2.408472 -0.726766 -2.5 -0.1 -1.9
O 0.798350 -1.111283 1.410535 0.5 -0.5 1.1
O -5.240407 -1.441382 -0.270571 -0.5 -1.4 0.4
O -2.348649 0.820914 -0.247273 -0.9 0.7 -0.2
O 1.350738 0.332957 -0.253668 -0.2 0.0 0.8
S -3.961462 -1.319336 -0.986093 0.7 1.3 -0.3
H -1.485236 -2.319231 0.900253 0.1 -0.1 0.5
H -0.736381 1.061606 -1.480982 1.0 1.0 -0.2
H -1.865889 -0.132193 -1.960066 -1.2 -0.5 -1.9
H -3.810467 0.180988 1.006877 0.1 -0.4 -0.6
H 3.283906 0.888388 -0.487820 0.0 0.6 -1.1
H 3.176588 -0.583437 0.265906 -0.3 -0.9 0.2
H 3.010620 0.872635 1.128884 -1.1 0.4 1.2

---

(2)
12
Properties=species:S:1:pos:R:3:forces:R:3 method="wB97M-V/def2-TZVPD" charge=0 max_force_ev_per_a=2.6 homo_energy_ev=-8.94 de_lowest_kj_mol=275.7 multiplicity=1
C 0.719536 0.380343 -0.148808 -2.1 0.0 1.4
C -1.170750 -0.249027 0.904557 -0.1 -1.5 -2.1
C 1.705815 0.510603 -1.091914 1.9 0.0 -1.2
C 2.625591 0.651966 -1.845244 0.2 0.2 -0.5
H -1.409928 -1.766953 -0.863159 1.1 -0.1 -0.6
H -1.110606 1.493531 2.038448 0.2 -0.3 -0.2
H 3.399111 0.841620 -2.568039 -0.3 -0.2 0.3
N -0.214773 -0.645742 -0.095455 0.4 1.9 1.5
N 0.469047 1.289494 0.766637 1.2 -0.2 -1.1
N -0.649298 0.881093 1.375485 -0.4 0.7 1.2
O -0.445799 -1.575512 -1.083109 -1.8 0.0 1.0
O -2.228522 -0.800165 1.102424 -0.3 -0.4 0.2

---

(3)
18
Properties=species:S:1:pos:R:3:forces:R:3 method="wB97M-V/def2-TZVPD" charge=0 max_force_ev_per_a=4.2 homo_energy_ev=-10.75 de_lowest_kj_mol=176.7 multiplicity=1
C -1.437895 0.910786 1.549440 -1.2 -2.7 -0.4
N -0.214876 1.434709 1.087465 0.0 -1.8 2.8
O -1.673392 -0.123003 2.257165 2.2 3.3 -1.3
H -2.391129 1.299250 1.093632 1.2 0.5 0.1
H -0.091286 1.637362 0.110766 -0.2 0.7 -0.2
H 0.677140 1.103972 1.580380 -2.0 0.5 -1.1
H 2.193267 2.457756 -1.573967 0.2 -0.1 0.0
H 1.427853 1.171038 -1.229184 0.8 -1.5 -0.2
O 1.326452 2.085314 -1.418328 -0.9 1.7 0.0
H 1.107185 -0.815436 -0.717909 -0.5 -0.3 1.2
H 1.849496 -1.386792 -1.839375 0.4 0.1 -0.4
O 1.882058 -0.638200 -1.238626 0.3 0.0 -0.7
H -1.737538 -0.848534 -1.487787 0.4 3.0 -1.6
H -1.425579 -1.946410 -0.822500 -2.6 -0.4 -0.1
O -2.289789 -1.534602 -1.212389 2.3 -2.6 1.8
H -0.239415 -0.937673 1.440260 1.3 -2.0 -1.2
H 0.659072 -2.305772 1.556502 -0.9 2.4 -2.4
O 0.378379 -1.563760 0.864451 -0.8 -0.8 3.7